[1]
Formula: C30H32ClN3NbSSi2
Source: the Open Molecules 2025 dataset
Level of theory: ωB97M-V/def2-TZVPD

XYZ file:
```
70
C30H32ClN3NbSSi2, DFT ωB97M-V/def2-TZVPD
C -2.24 -0.66 3.67
C -2.61 0.45 2.85
C -2.95 -0.04 1.55
H -2.72 1.48 3.19
C -2.89 -1.48 1.60
C -2.44 -1.86 2.90
H -2.38 -2.89 3.24
H -2.07 -0.65 4.74
H -3.30 0.55 0.70
H -3.20 -2.15 0.81
Nb -0.86 -0.56 1.89
Si -0.65 -0.96 -0.52
C -0.79 0.43 -1.84
C 0.34 0.65 -2.78
H 0.95 -0.24 -3.00
C 0.12 1.57 -3.89
H 0.95 1.74 -4.58
C -1.11 2.18 -4.05
H -1.29 2.82 -4.92
C -2.15 1.98 -3.14
H -3.08 2.54 -3.24
C -2.00 1.07 -2.07
H -2.86 0.89 -1.42
C -0.16 -2.29 -1.80
C -1.05 -2.46 -2.87
H -2.00 -1.92 -2.88
C -0.71 -3.24 -3.98
H -1.40 -3.31 -4.83
C 0.51 -3.93 -4.01
H 0.77 -4.56 -4.86
C 1.41 -3.77 -2.95
H 2.38 -4.27 -2.96
C 1.09 -2.92 -1.88
H 1.86 -2.73 -1.13
H -2.05 -1.50 -0.54
Si 1.69 1.75 -1.79
C 2.20 0.44 -0.58
C 1.24 -0.40 0.27
H 0.96 0.32 1.11
C 1.89 -1.58 0.89
H 1.43 -2.57 0.81
C 3.16 -1.39 1.44
H 3.50 -1.96 2.30
C 4.01 -0.46 0.83
H 5.04 -0.34 1.16
C 3.55 0.32 -0.27
H 4.26 0.86 -0.90
C 0.85 3.31 -1.22
C -0.32 3.13 -0.48
H -0.63 2.12 -0.20
C -1.14 4.21 -0.15
H -2.06 4.02 0.40
C -0.77 5.49 -0.53
H -1.37 6.35 -0.23
C 0.40 5.68 -1.29
H 0.67 6.69 -1.61
C 1.20 4.60 -1.65
H 2.08 4.73 -2.28
H 2.73 2.26 -2.59
Cl -0.31 1.83 2.23
N 0.51 -0.29 4.00
N 0.29 -1.31 4.96
C 0.29 -2.58 4.51
N 0.26 -3.58 5.41
S 0.19 -2.84 2.82
H 1.51 -0.24 3.80
H 0.28 0.61 4.42
H 0.49 -1.11 5.94
H 0.23 -4.54 5.09
H 0.31 -3.43 6.42
```

- gap between HOMO and LUMO (alpha / beta) (eV) = 5.1 / 5.1
- lowest unoccupied orbital energy (alpha / beta) (eV) = -10.92 / -10.98
- energy relative to the best compared isomer or geometry (same formula, charge and spin) (kJ/mol) = 269.59
- net charge = +3

Results of the natural (NBO) charge analysis, in e, for atoms 1 through 8: -0.30 -0.19 -0.27 0.30 -0.31 -0.20 0.29 0.29

=====

[2]
Formula: C30H32ClN3SSi2Tc
Source: the Open Molecules 2025 dataset
Level of theory: ωB97M-V/def2-TZVPD

XYZ file:
```
70
C30H32ClN3SSi2Tc, DFT ωB97M-V/def2-TZVPD
C 1.15 -4.17 4.04
C 0.58 -4.44 2.76
C 1.40 -3.80 1.77
H -0.26 -5.08 2.58
C 2.46 -3.11 2.45
C 2.28 -3.32 3.86
H 3.03 -3.09 4.61
H 0.85 -4.63 4.97
H 1.29 -3.91 0.71
H 3.29 -2.60 1.99
Tc 0.59 -2.30 3.09
Si -0.88 3.73 -1.33
C -2.42 3.49 -2.35
C -3.21 4.55 -2.83
H -2.93 5.58 -2.59
C -4.31 4.27 -3.64
H -4.91 5.08 -4.05
C -4.65 2.94 -3.95
H -5.51 2.72 -4.57
C -3.86 1.89 -3.46
H -4.09 0.85 -3.72
C -2.76 2.16 -2.65
H -2.13 1.35 -2.26
C 0.50 4.17 -2.52
C 0.42 3.80 -3.87
H -0.54 3.49 -4.30
C 1.58 3.79 -4.66
H 1.52 3.46 -5.69
C 2.80 4.21 -4.11
H 3.71 4.14 -4.71
C 2.84 4.74 -2.81
H 3.77 5.14 -2.42
C 1.69 4.73 -2.02
H 1.69 5.14 -1.00
H -0.59 2.44 -0.76
Si 0.12 -0.92 1.06
C 1.69 -0.86 0.01
C 1.75 -1.23 -1.34
H 0.83 -1.53 -1.85
C 2.97 -1.18 -2.02
H 3.00 -1.45 -3.07
C 4.14 -0.74 -1.38
H 5.08 -0.66 -1.93
C 4.06 -0.35 -0.04
H 4.95 0.01 0.47
C 2.84 -0.36 0.63
H 2.78 0.04 1.65
C -1.33 -1.54 0.03
C -1.50 -2.93 -0.09
H -0.88 -3.61 0.51
C -2.45 -3.45 -0.96
H -2.52 -4.53 -1.08
C -3.29 -2.61 -1.69
H -3.98 -3.01 -2.44
C -3.21 -1.23 -1.46
H -3.89 -0.56 -1.99
C -2.27 -0.70 -0.58
H -2.26 0.37 -0.37
H -1.05 4.70 -0.20
Cl -0.31 1.03 1.57
N 1.10 -1.20 4.81
N 0.76 -1.93 6.01
C -0.44 -2.56 5.95
N -0.96 -2.98 7.11
S -1.24 -2.79 4.46
H 0.61 -0.29 4.86
H 2.10 -1.00 4.87
H 0.92 -1.35 6.86
H -1.86 -3.44 7.10
H -0.64 -2.55 7.98
```

- gap between HOMO and LUMO (alpha / beta) (eV) = 7.0 / 2.5
- lowest unoccupied orbital energy (alpha / beta) (eV) = -5.46 / -9.83
- energy relative to the best compared isomer or geometry (same formula, charge and spin) (kJ/mol) = 94.79
- multiplicity = 4
- <S²> = 3.7838
- net charge = +2

Results of the natural (NBO) charge analysis, in e, for atoms 1 through 8: -0.26 -0.24 -0.24 0.27 -0.27 -0.26 0.26 0.26

=====

[3]
Formula: C30H32F2N5Sn
Source: the Open Molecules 2025 dataset
Level of theory: ωB97M-V/def2-TZVPD

XYZ file:
```
70
C30H32F2N5Sn, DFT ωB97M-V/def2-TZVPD
Sn 0.48 0.98 1.08
C 3.24 -1.41 1.09
C 3.12 -1.19 -0.42
C 3.02 0.28 -0.80
N 1.68 0.80 -0.76
C 1.13 1.44 -1.79
C 1.54 1.17 -3.11
C 1.32 1.83 -4.29
C 0.73 3.07 -4.50
C 0.08 3.83 -3.55
C -0.28 3.47 -2.27
C 0.01 2.34 -1.49
N -0.63 2.13 -0.35
C -1.82 2.88 -0.01
C -2.63 2.22 1.10
C -1.96 2.29 2.48
N -1.07 1.17 2.63
C -1.17 0.17 3.48
C -2.19 0.11 4.45
C -2.39 -0.72 5.54
C -1.58 -1.74 6.03
C -0.47 -2.25 5.41
C 0.06 -1.94 4.17
C -0.24 -0.93 3.25
N 0.39 -0.95 2.06
C 0.85 -2.16 1.45
C 2.33 -2.49 1.64
H 3.02 -0.47 1.62
H 4.27 -1.66 1.35
H 2.24 -1.71 -0.81
H 3.99 -1.62 -0.93
H 3.45 0.44 -1.79
H 3.62 0.87 -0.09
H 2.12 0.26 -3.20
H 1.72 1.34 -5.17
H 0.79 3.48 -5.50
H -0.24 4.82 -3.85
H -0.87 4.21 -1.75
H -2.45 2.96 -0.90
H -1.52 3.88 0.31
H -2.79 1.17 0.85
H -3.59 2.72 1.14
H -2.73 2.32 3.25
H -1.38 3.22 2.56
H -2.97 0.85 4.33
H -3.28 -0.51 6.12
H -1.88 -2.18 6.97
H 0.05 -3.04 5.94
H 0.88 -2.57 3.88
H 0.65 -2.05 0.38
H 0.22 -2.99 1.81
H 2.53 -3.44 1.15
H 2.54 -2.62 2.70
N -0.81 -0.77 -0.88
C -1.08 -1.32 -1.86
C -1.36 -2.06 -3.02
C -1.67 -3.42 -2.91
C -1.88 -4.17 -4.04
C -1.79 -3.58 -5.30
C -1.53 -2.23 -5.41
C -1.31 -1.46 -4.28
H -1.73 -3.87 -1.93
H -2.10 -5.22 -3.95
H -1.93 -4.19 -6.19
H -1.48 -1.76 -6.38
H -1.10 -0.40 -4.37
F 1.19 3.86 1.33
C 1.78 2.79 1.89
F 3.04 2.74 1.43
H 1.81 2.94 2.98
```

- gap between HOMO and LUMO (eV) = 7.5
- lowest unoccupied orbital energy (eV) = -2.67
- net charge = +1

Results of the natural (NBO) charge analysis, in e, for atoms 1 through 8: 1.97 -0.40 -0.42 -0.23 -0.67 0.24 -0.30 -0.12

=====

no.,M (Da)
1,651.21
2,656.30
3,619.33